{
  "formula": "C13H23NO8P2S4Ta",
  "method": "the ωB97M-V functional and the def2-TZVPD basis",
  "lumo_energy_ev": [-7.1378, -6.8542],
  "charge": 2,
  "mol_weight_da": 692.490,
  "multiplicity": 2,
  "homo_lumo_gap_ha": [0.2259, 0.2370],
  "species": ["Ta", "C", "C", "S", "C", "C", "S", "C", "C", "S", "H", "H", "H", "H", "H", "H", "H", "H", "H", "H", "H", "H", "O", "N", "C", "C", "C", "C", "C", "S", "H", "H", "H", "H", "C", "C", "O", "P", "O", "O", "O", "P", "O", "O", "O", "H", "H", "H", "H", "H", "H", "H"],
  "positions_angstrom": [[0.077, 0.710, 0.289], [2.363, -2.298, -3.427], [1.602, -3.142, -2.414], [0.798, -2.191, -1.052], [-0.967, -2.433, -1.440], [-1.458, -1.761, -2.710], [-1.451, 0.073, -2.613], [-0.508, 0.487, -4.124], [0.970, 0.127, -4.087], [1.300, -1.570, -4.718], [3.048, -2.946, -3.976], [2.928, -1.502, -2.947], [2.306, -3.800, -1.905], [0.850, -3.750, -2.911], [-1.482, -2.040, -0.567], [-1.142, -3.507, -1.502], [-2.494, -2.054, -2.885], [-0.853, -2.043, -3.570], [-0.629, 1.565, -4.217], [-1.005, 0.003, -4.964], [1.371, 0.214, -3.076], [1.508, 0.789, -4.766], [1.991, 0.738, 0.246], [2.854, 1.748, 0.038], [4.148, 1.624, 0.393], [5.018, 2.670, 0.228], [4.551, 3.869, -0.324], [3.230, 3.971, -0.696], [2.360, 2.892, -0.502], [0.679, 2.919, -0.866], [4.432, 0.670, 0.813], [6.051, 2.569, 0.522], [5.218, 4.708, -0.456], [2.821, 4.874, -1.122], [-3.162, -0.691, 3.498], [-2.248, -0.345, 2.349], [-2.417, -1.167, 1.196], [-2.441, 1.336, 1.627], [-1.892, 2.517, 2.483], [-3.956, 1.590, 1.383], [-1.706, 1.281, 0.297], [-0.443, -0.404, 2.773], [-0.320, -1.562, 3.822], [0.001, 0.938, 3.236], [0.246, -0.801, 1.466], [-4.212, -0.545, 3.242], [-2.926, -0.082, 4.368], [-3.015, -1.734, 3.776], [-3.230, -1.688, 1.286], [-1.084, 2.298, 3.010], [-4.348, 2.420, 1.663], [0.273, -1.402, 4.558]],
  "atomic_forces_ev_per_a": [[3.36, -0.38, -5.31], [-0.50, 0.06, -0.32], [0.32, 0.43, 0.32], [-0.28, -0.35, -0.39], [0.41, 0.10, -0.06], [-0.25, 0.25, 0.18], [0.36, -0.29, 0.08], [0.06, 0.02, 0.50], [0.16, -0.31, -0.28], [0.22, 0.20, 0.18], [0.09, 0.08, 0.09], [0.16, -0.06, -0.03], [-0.06, -0.08, 0.03], [-0.09, -0.02, 0.11], [-0.11, -0.17, 0.00], [-0.07, 0.00, 0.08], [0.05, -0.02, -0.05], [-0.10, -0.01, 0.06], [-0.05, 0.03, -0.09], [-0.12, 0.11, -0.01], [0.04, 0.06, -0.10], [0.01, 0.12, 0.18], [1.68, 0.68, 0.42], [0.09, 0.79, -0.33], [0.45, -0.39, 0.24], [-0.25, 0.09, -0.13], [-0.16, -0.25, 0.01], [-0.14, -0.27, 0.03], [-0.04, -0.06, 0.00], [-0.49, -0.56, 0.63], [-0.07, -0.02, 0.00], [0.00, -0.15, 0.05], [0.05, 0.03, -0.01], [0.00, 0.07, -0.02], [-0.09, 0.09, 0.26], [0.38, 0.07, -0.49], [-0.49, -0.31, 0.24], [-1.61, 1.11, 1.94], [-0.73, -0.17, -0.08], [0.49, -0.55, -0.16], [-2.03, 0.75, -0.52], [-0.72, -0.28, 2.83], [-0.26, 0.03, -0.71], [0.05, 0.03, 0.26], [-0.05, -0.95, -0.13], [0.02, 0.10, -0.09], [-0.06, 0.05, 0.10], [0.09, -0.01, -0.02], [0.09, 0.08, -0.04], [0.07, -0.22, -0.03], [-0.20, 0.45, 0.13], [0.33, 0.03, 0.44]]
}